Record 1
Formula: C20H64O22
Source: the Open Molecules 2025 dataset
Level of theory: ωB97M-V with the def2-TZVPD basis set

Properties
Strongest force on any atom in eV Å⁻¹: 3.0
HOMO-LUMO gap in eV: 9.780
E in Ha: -2455.40537
SMILES string: OCCO.OCCO.OCCO.OCCO.OCCO.OCCO.OCCO.OCCO.OCCO.OCCO.O.O
Energy above the lowest of the compared OMol25 structures with the same formula, charge and spin in eV: 1.368

Each line ends with the Löwdin charge.
Cartesian coordinates (Å):
O (-6.0046, 8.4132, 8.8716)  -0.076
C (-5.0048, 7.7432, 8.1110)  -0.213
C (-3.9955, 8.8030, 7.6490)  -0.268
O (-3.0052, 9.2815, 8.5198)  -0.038
H (-5.9577, 7.9538, 9.7132)  0.090
H (-4.3653, 7.1332, 8.7490)  0.115
H (-5.4312, 7.1087, 7.3340)  0.111
H (-4.4811, 9.6783, 7.2176)  0.119
H (-3.5440, 8.3290, 6.7774)  0.113
H (-3.2944, 10.1545, 8.7951)  0.087
O (-14.0816, 5.4157, 7.0938)  -0.063
C (-13.8451, 6.5777, 7.9061)  -0.210
C (-15.2843, 7.2065, 8.2685)  -0.200
O (-15.9884, 7.5901, 7.0870)  -0.071
H (-14.2087, 4.7376, 7.7614)  0.079
H (-13.1349, 6.5530, 8.7326)  0.101
H (-13.3309, 7.3336, 7.3127)  0.097
H (-15.1846, 8.0869, 8.9033)  0.095
H (-15.7841, 6.3891, 8.7883)  0.112
H (-15.9437, 6.8481, 6.4796)  0.076
O (-14.0020, 10.4444, 9.2081)  -0.075
C (-13.3074, 10.5788, 7.9412)  -0.194
C (-12.6779, 11.9417, 7.6967)  -0.219
O (-11.9627, 12.0114, 6.4889)  -0.065
H (-14.9332, 10.4099, 8.9774)  0.098
H (-12.5150, 9.8316, 7.8978)  0.102
H (-13.9672, 10.2001, 7.1606)  0.127
H (-12.1435, 12.2506, 8.5951)  0.127
H (-13.4018, 12.6988, 7.3950)  0.125
H (-12.5201, 12.4611, 5.8496)  0.104
O (-10.9165, 3.0592, 11.9920)  -0.047
C (-10.9289, 4.1196, 11.0548)  -0.228
C (-11.3479, 5.5014, 11.6394)  -0.260
O (-12.4547, 5.5066, 12.4581)  -0.062
H (-10.1350, 2.5379, 11.7945)  0.086
H (-10.0463, 4.2170, 10.4226)  0.111
H (-11.6933, 3.8858, 10.3138)  0.092
H (-11.6039, 6.2956, 10.9382)  0.097
H (-10.6141, 5.9035, 12.3380)  0.116
H (-12.4283, 4.7935, 13.1002)  0.085
O (-10.6180, 1.8868, 6.7952)  -0.083
C (-11.7714, 2.3095, 7.5590)  -0.196
C (-12.9641, 1.6890, 6.8636)  -0.308
O (-13.4560, 2.2363, 5.7288)  -0.025
H (-10.9181, 1.5521, 5.9470)  0.040
H (-11.7646, 2.0609, 8.6202)  0.115
H (-11.7512, 3.3891, 7.4102)  0.103
H (-13.8488, 1.7727, 7.4948)  0.126
H (-12.6653, 0.6711, 6.6129)  0.131
H (-12.9190, 1.9010, 5.0071)  0.089
O (-8.2821, 3.7414, 5.2317)  -0.076
C (-8.9686, 3.6154, 4.0011)  -0.214
C (-8.7987, 2.1803, 3.3250)  -0.198
O (-9.9125, 1.3873, 3.7135)  -0.095
H (-8.9096, 4.2072, 5.7893)  0.030
H (-10.0181, 3.8485, 4.1808)  0.120
H (-8.5524, 4.2929, 3.2556)  0.105
H (-7.8855, 1.7310, 3.7151)  0.115
H (-8.8032, 2.2311, 2.2362)  0.108
H (-9.7578, 0.4530, 3.5559)  0.085
O (-12.8806, 8.7285, 11.0459)  -0.090
C (-12.0666, 9.5636, 11.9104)  -0.172
C (-10.8299, 10.1884, 11.0984)  -0.220
O (-10.1919, 11.1167, 11.9836)  -0.079
H (-13.3311, 9.2669, 10.3912)  0.014
H (-12.5729, 10.3310, 12.4959)  0.112
H (-11.5076, 9.0045, 12.6608)  0.110
H (-11.0451, 10.6869, 10.1532)  0.089
H (-10.1566, 9.3704, 10.8421)  0.096
H (-9.2361, 11.0697, 11.9071)  0.038
O (-6.1094, 4.4903, 10.4126)  -0.082
C (-4.7616, 4.0725, 10.2190)  -0.263
C (-4.1676, 2.9999, 11.1056)  -0.228
O (-4.2740, 3.4988, 12.4400)  -0.065
H (-6.6808, 4.0388, 9.7871)  0.018
H (-4.6609, 3.6823, 9.2063)  0.110
H (-4.2288, 5.0201, 10.1397)  0.106
H (-3.1846, 2.6466, 10.7940)  0.119
H (-4.7686, 2.0961, 11.0056)  0.115
H (-5.1191, 3.2110, 12.7931)  0.082
O (-9.2417, 5.3263, 7.3982)  -0.094
C (-8.4189, 6.3638, 7.9402)  -0.173
C (-9.2078, 7.6973, 7.8706)  -0.252
O (-10.2532, 7.5679, 8.7489)  -0.055
H (-10.1814, 5.4290, 7.5656)  0.087
H (-8.1987, 6.1562, 8.9873)  0.121
H (-7.5658, 6.5356, 7.2838)  0.113
H (-9.6450, 7.7775, 6.8753)  0.130
H (-8.5066, 8.5152, 8.0360)  0.097
H (-10.9209, 8.2319, 8.5621)  0.069
O (-9.2047, 11.3334, 5.9660)  -0.060
C (-8.5219, 11.5357, 7.1832)  -0.279
C (-7.8738, 12.8695, 7.2782)  -0.207
O (-8.7812, 13.9453, 7.6767)  -0.071
H (-10.1405, 11.2659, 6.1690)  0.035
H (-9.1296, 11.1354, 7.9947)  0.113
H (-7.7398, 10.7790, 7.2433)  0.101
H (-7.3295, 13.1564, 6.3785)  0.122
H (-7.1534, 12.8446, 8.0958)  0.112
H (-9.5627, 13.8032, 7.1375)  0.060
O (-7.6744, 10.9728, 10.4724)  -0.028
H (-7.3541, 10.7818, 11.3540)  0.048
H (-7.3599, 10.2426, 9.9393)  0.018
O (-7.5956, 2.9337, 8.5182)  -0.033
H (-8.3639, 3.3599, 8.1383)  0.012
H (-7.2003, 2.4568, 7.7884)  0.056

Record 2
Formula: C11H10N2O
Source: the Open Molecules 2025 dataset
Level of theory: ωB97M-V with the def2-TZVPD basis set

Properties
Strongest force on any atom in eV Å⁻¹: 3.4
HOMO-LUMO gap in eV: 8.582
E in Ha: -609.83104
Energy above the lowest of the compared OMol25 structures with the same formula, charge and spin in eV: 2.235

Each line ends with the Löwdin charge.
Cartesian coordinates (Å):
C (-2.4877, -1.6142, -2.0428)  -0.078
C (-2.6050, -2.7603, -1.2657)  -0.124
C (-1.7579, -0.5136, -1.5382)  0.013
C (-1.8710, -2.9723, -0.1425)  -0.016
C (-1.1003, -0.6211, -0.2693)  -0.192
C (-1.0460, -1.8897, 0.3092)  -0.213
C (0.4520, 1.1747, 0.2680)  -0.059
C (0.7992, -1.6878, 1.9128)  -0.292
C (1.4414, 1.9897, 0.3274)  -0.361
C (2.7985, 1.5451, 0.7363)  -0.068
C (1.2567, 3.5177, 0.1890)  -0.052
N (-0.4154, 0.3584, 0.4139)  0.165
N (-0.1977, -2.0566, 1.3610)  0.188
O (1.6463, -1.4633, 2.6899)  0.153
H (-2.9177, -1.6744, -2.9811)  0.077
H (-3.2319, -3.5718, -1.5660)  0.097
H (-1.9244, 0.4020, -2.0946)  0.106
H (-1.8913, -3.9706, 0.4256)  0.143
H (3.7279, 1.9355, 0.3022)  0.080
H (2.7793, 0.3958, 0.5775)  0.106
H (2.7307, 1.8352, 1.7959)  0.088
H (1.9550, 3.8764, -0.5462)  0.057
H (1.5960, 3.9575, 1.2444)  0.123
H (0.2632, 3.8081, -0.1067)  0.061

Record 3
Formula: C28H70Cl2O12S8Si2
Source: the Open Molecules 2025 dataset
Level of theory: ωB97M-V with the def2-TZVPD basis set

Properties
Strongest force on any atom in eV Å⁻¹: 1.4
HOMO-LUMO gap in eV: 8.933
E in Ha: -6696.60579
Energy above the lowest of the compared OMol25 structures with the same formula, charge and spin in eV: 0.000

Each line ends with the Löwdin charge.
Cartesian coordinates (Å):
C (0.9876, 2.2311, 4.7161)  -0.091
C (-0.5438, 2.2691, 4.9054)  -0.261
C (-1.3087, 2.5585, 3.6182)  -0.244
C (-1.1248, 1.4512, 2.5391)  -0.405
C (-0.9531, 2.0469, 1.1162)  -0.083
Si (-2.5557, 0.2300, 2.6258)  0.211
S (-3.2375, -0.1356, 4.6480)  0.557
C (-4.0170, 1.0167, 1.6851)  -0.289
C (-5.4049, 0.5954, 2.1614)  -0.777
C (-6.5034, 1.1962, 1.2810)  -0.155
Cl (-5.5742, -1.2068, 2.0655)  0.592
O (-2.2272, -1.2032, 1.8228)  -0.292
Si (-0.9303, -2.1491, 2.2217)  0.172
Cl (-0.0713, -1.7150, 4.0552)  0.482
C (-1.5806, -3.9151, 2.2940)  -0.211
C (-2.7605, -4.1464, 3.2214)  -0.239
O (-2.4849, -3.6642, 4.5546)  -0.084
C (-3.5673, -3.6144, 5.3645)  -0.372
O (-3.4969, -3.2670, 6.5082)  0.077
C (0.4284, -2.1433, 0.9009)  -0.222
O (1.5828, -2.8441, 1.3951)  -0.077
C (2.6903, -2.0866, 1.7199)  -0.497
C (2.5386, -0.6627, 2.2162)  -0.022
O (3.7706, -2.6077, 1.6373)  0.110
H (1.4057, 1.2780, 5.0432)  0.061
H (1.4903, 3.0158, 5.2794)  0.067
H (1.2648, 2.3475, 3.6652)  0.064
H (-0.9032, 1.3718, 5.4063)  0.068
H (-0.7614, 3.0879, 5.5997)  0.102
H (-0.9530, 3.5057, 3.2057)  0.108
H (-2.3703, 2.6981, 3.8528)  0.084
H (-0.1672, 0.9850, 2.7840)  0.061
H (-1.8690, 2.0545, 0.5250)  0.058
H (-0.5731, 3.0669, 1.1765)  0.071
H (-0.1975, 1.4636, 0.5853)  0.064
H (-3.7927, 1.0697, 4.8554)  -0.163
H (-3.9321, 2.1039, 1.6608)  0.093
H (-3.9347, 0.6270, 0.6639)  0.085
H (-5.6052, 0.9167, 3.1802)  0.078
H (-7.4455, 0.7308, 1.5812)  0.066
H (-6.6122, 2.2588, 1.4894)  0.045
H (-6.3419, 0.9738, 0.2274)  0.081
H (-1.9646, -4.0909, 1.2807)  0.090
H (-0.7682, -4.6275, 2.4439)  0.092
H (-2.9617, -5.2197, 3.2899)  0.122
H (-3.6510, -3.6390, 2.8459)  0.101
H (-4.5253, -3.9287, 4.9106)  0.151
H (0.0386, -2.7509, 0.0779)  0.094
H (0.6534, -1.1682, 0.4719)  0.086
H (2.4460, -0.6610, 3.2996)  0.070
H (3.4400, -0.1345, 1.9376)  0.067
H (1.7157, -0.1092, 1.7749)  0.043
C (3.1140, 2.3749, -1.5125)  -0.249
S (3.8958, 2.6831, 0.0726)  0.812
O (3.0771, 1.9844, 1.1105)  -0.563
C (3.4886, 4.4270, 0.1551)  -0.258
H (3.2238, 1.3166, -1.7414)  0.054
H (2.0558, 2.6325, -1.4548)  0.055
H (3.6139, 2.9673, -2.2782)  0.058
H (2.4062, 4.5505, 0.1035)  0.054
H (3.9786, 4.9442, -0.6691)  0.050
H (3.8601, 4.8127, 1.1022)  0.052
C (-10.4280, 3.0594, 0.2057)  -0.269
S (-9.0946, 4.2628, 0.1664)  0.821
O (-8.0336, 3.7581, 1.0775)  -0.558
C (-9.9759, 5.5560, 1.0497)  -0.272
H (-10.0663, 2.1469, -0.2638)  0.050
H (-10.7075, 2.8559, 1.2394)  0.060
H (-11.2806, 3.4451, -0.3533)  0.053
H (-10.2869, 5.1851, 2.0264)  0.059
H (-10.8413, 5.8690, 0.4655)  0.053
H (-9.2965, 6.3964, 1.1745)  0.049
C (9.2169, 4.0079, -1.1763)  -0.265
S (7.7365, 3.0241, -1.4102)  0.814
O (6.5881, 3.9755, -1.4492)  -0.579
C (7.7438, 2.2694, 0.2197)  -0.272
H (9.3713, 4.5960, -2.0809)  0.028
H (9.0849, 4.6706, -0.3200)  0.061
H (10.0731, 3.3522, -1.0204)  0.057
H (7.7136, 3.0468, 0.9836)  0.061
H (8.6408, 1.6599, 0.3288)  0.055
H (6.8610, 1.6395, 0.3023)  0.031
C (1.3331, -5.5812, -2.5957)  -0.261
S (-0.1198, -5.6710, -3.6477)  0.814
O (-0.6469, -4.2827, -3.7782)  -0.571
C (-1.1604, -6.5204, -2.4613)  -0.275
H (2.1081, -5.0410, -3.1357)  0.051
H (1.0882, -5.0491, -1.6759)  0.050
H (1.6820, -6.5891, -2.3713)  0.057
H (-1.2393, -5.9235, -1.5509)  0.051
H (-0.7384, -7.5010, -2.2369)  0.022
H (-2.1473, -6.6450, -2.9026)  0.053
C (-0.4640, -1.2762, -5.3183)  -0.281
S (0.9457, -1.2690, -6.4262)  0.797
O (1.8121, -0.1289, -6.0233)  -0.563
C (0.0356, -0.7455, -7.8865)  -0.278
H (-0.1073, -1.5441, -4.3267)  0.041
H (-0.9153, -0.2833, -5.2962)  0.056
H (-1.1866, -2.0217, -5.6483)  0.051
H (-0.4519, 0.2098, -7.6907)  0.055
H (-0.7018, -1.5057, -8.1444)  0.051
H (0.7470, -0.6348, -8.7022)  0.046
C (-2.4267, -9.2402, 0.4570)  -0.272
S (-1.3650, -10.4150, -0.3936)  0.815
O (-0.9188, -9.7646, -1.6554)  -0.560
C (-2.6687, -11.5707, -0.8299)  -0.271
H (-1.8082, -8.4041, 0.7780)  0.047
H (-3.2018, -8.8864, -0.2234)  0.058
H (-2.8725, -9.7196, 1.3284)  0.053
H (-3.4267, -11.0608, -1.4245)  0.059
H (-3.1073, -11.9804, 0.0799)  0.054
H (-2.2214, -12.3727, -1.4131)  0.051
C (9.8804, 8.5575, -5.2349)  -0.275
S (9.9819, 7.4177, -3.8492)  0.792
O (10.2079, 6.0589, -4.4075)  -0.556
C (8.2436, 7.5172, -3.3991)  -0.265
H (10.8645, 8.6106, -5.6958)  0.049
H (9.1537, 8.1891, -5.9589)  0.059
H (9.5930, 9.5441, -4.8715)  0.052
H (7.6288, 7.2192, -4.2483)  0.062
H (8.0070, 8.5366, -3.0938)  0.054
H (8.0698, 6.8375, -2.5665)  0.036

Record 4
Formula: C4H6N2
Source: the Open Molecules 2025 dataset
Level of theory: ωB97M-V with the def2-TZVPD basis set

Properties
Strongest force on any atom in eV Å⁻¹: 0.4
HOMO-LUMO gap in eV: 8.289
E in Ha: -265.33663
Energy above the lowest of the compared OMol25 structures with the same formula, charge and spin in eV: 5.414

Each line ends with the Löwdin charge.
Cartesian coordinates (Å):
N (-2.1749, -0.0100, 0.0979)  0.034
C (-0.9549, 0.1685, 0.5875)  -0.119
C (0.8318, 0.8507, -0.6591)  -0.109
N (1.7924, 0.4112, 0.2250)  0.011
C (1.2618, -0.7813, 0.4993)  -0.095
C (0.0618, -0.4454, -0.3231)  -0.369
H (-2.9655, 0.4248, 0.5531)  0.084
H (-2.4007, -0.5543, -0.7369)  0.096
H (0.4438, 1.8655, -0.5615)  0.077
H (2.5820, 0.8980, 0.6351)  0.156
H (1.7829, -1.6840, 0.7933)  0.102
H (-0.2603, -1.1437, -1.1106)  0.129

Record 5
Formula: C2H10N4
Source: the Open Molecules 2025 dataset
Level of theory: ωB97M-V with the def2-TZVPD basis set

Properties
Strongest force on any atom in eV Å⁻¹: 3.1
HOMO-LUMO gap in eV: 9.222
E in Ha: -301.17418
SMILES string: N/C=N\N.CN
Energy above the lowest of the compared OMol25 structures with the same formula, charge and spin in eV: 1.469

Each line ends with the Löwdin charge.
Cartesian coordinates (Å):
N (0.1343, -1.7369, -0.7635)  0.063
C (1.3480, -1.2362, -0.3871)  -0.338
N (1.7784, -1.0635, 0.8215)  -0.102
N (0.9197, -1.4935, 1.7835)  -0.062
H (-0.4933, -1.7290, 0.0357)  0.063
H (-0.2724, -1.2346, -1.5478)  0.083
H (1.9727, -0.9314, -1.2437)  0.115
H (0.8290, -2.5126, 1.7262)  0.086
H (1.3416, -1.3199, 2.6995)  0.078
C (-1.6433, 1.9710, -0.5334)  -0.207
N (-0.2432, 1.6063, -0.6511)  -0.080
H (-2.2705, 1.0781, -0.6021)  0.064
H (-1.9238, 2.6515, -1.3423)  0.068
H (-1.8362, 2.4645, 0.4232)  0.064
H (0.3296, 2.4480, -0.5765)  0.063
H (0.0293, 1.0381, 0.1578)  0.043